1.
17
Properties=species:S:1:pos:R:3:forces:R:3 method="wB97M-V/def2-TZVPD" relative_energy_kj_mol=188.7 gap_ev=9.49 total_energy_ha=-632.73762 e_lumo_ha=0.0381 smiles="C=CC1(SC)CC1"
S 1.8203 0.0338 0.4832 -0.1323 -0.0384 0.0252
C -0.1827 -1.4646 -0.8966 -0.1296 0.0087 -0.2999
C -0.0142 -2.1057 0.4514 0.0762 -0.1623 0.1923
C -1.7400 1.1088 0.2071 -0.2396 0.1336 0.0799
C 0.1557 -0.6350 0.2944 -1.2605 2.6646 1.2791
C 1.6323 1.6325 -0.3679 0.0666 -0.5341 0.0384
C -0.8868 0.4336 0.9472 1.6955 -2.6395 -1.4852
H -0.7665 0.5492 2.0103 -0.0483 0.1179 0.2333
H -1.1775 -1.3987 -1.3117 -0.1214 0.0266 0.0677
H 0.8747 -2.6932 0.6283 0.0822 -0.0342 -0.0280
H 0.6582 2.0471 -0.1226 0.0963 0.1227 -0.0261
H -1.8173 0.9734 -0.8595 0.0795 -0.1280 -0.1908
H 2.4211 2.2815 0.0019 0.0325 0.0421 -0.0276
H -2.4089 1.8307 0.6402 -0.1563 0.2117 0.1685
H 1.7298 1.4956 -1.4418 -0.0197 0.1064 -0.0592
H 0.5929 -1.6218 -1.6331 0.0553 0.0199 0.0441
H -0.8912 -2.4671 0.9693 -0.0763 0.0823 -0.0115

***

2.
17
Properties=species:S:1:pos:R:3:forces:R:3 method="wB97M-V/def2-TZVPD" relative_energy_kj_mol=161.2 gap_ev=9.83 total_energy_ha=-632.74810 e_lumo_ha=0.0411 smiles=C1CC[C@@H]2S[C@H]2C1
S 0.1059 1.1107 2.6151 0.0001 -0.0314 -0.0358
C -0.6683 -0.8327 -0.7980 -0.2710 -0.4606 -0.5132
C 0.1302 -0.2141 1.3775 -0.4737 0.3534 0.2305
C -0.8335 -1.1670 0.7303 0.1406 -0.4559 -0.1000
C 0.8425 1.3018 -0.3963 0.1333 1.1033 -0.4050
C -0.0404 1.1400 0.8158 -0.5638 0.0156 -0.1790
C 0.6073 -0.0213 -1.1993 -0.2566 -0.0742 -0.0842
H 1.4880 -0.6491 -1.0707 0.0123 -0.1261 0.0113
H -1.5567 -0.2730 -1.1336 0.2815 -0.1354 0.1107
H -0.6107 -2.2302 0.9296 0.0449 0.4704 0.0074
H 0.5333 0.1772 -2.2737 0.0497 0.0509 0.1531
H -0.6741 -1.7777 -1.3885 0.0357 0.6214 0.3525
H 1.9075 1.3955 -0.1337 -0.3234 -0.0482 -0.0160
H -1.8571 -0.9956 1.0523 -0.1325 0.0943 -0.0145
H 0.5764 2.2249 -0.9873 0.1991 -0.9473 0.5283
H -1.0927 1.3327 0.5733 0.3451 0.0080 0.0373
H 1.1425 -0.5221 1.2871 0.7789 -0.4384 -0.0831

***

3.
17
Properties=species:S:1:pos:R:3:forces:R:3 method="wB97M-V/def2-TZVPD" relative_energy_kj_mol=320.1 gap_ev=9.42 total_energy_ha=-632.68758 e_lumo_ha=0.0266 smiles=CC(C)(C)C#CS
S -4.5121 0.0064 -0.0387 1.0031 0.9960 -1.3751
C -2.7971 0.0258 -0.0406 2.3566 -0.5541 0.8161
C -1.5720 -0.0288 0.0599 -0.8642 0.2693 0.1281
C 0.6496 -1.2052 0.3692 0.6974 -3.1485 1.6637
C 0.4948 1.0460 1.0709 1.6449 4.3083 0.8229
C 0.2857 0.6025 -1.4074 -1.9488 2.4132 0.1526
C -0.0346 0.0927 0.0308 -1.2297 0.7995 -0.0623
H 0.3035 -1.4479 1.4623 0.5728 0.0201 -2.0164
H 0.9125 -0.1035 -1.7862 2.2278 -1.6130 -1.4561
H 0.3402 0.9007 2.1789 -0.0595 -0.6121 -1.3160
H 1.6472 1.1951 0.9074 -1.9673 -0.6238 0.3415
H 1.8028 -1.2070 0.4606 -1.7951 0.6815 -0.4058
H -0.6581 0.4749 -1.9728 0.6341 0.4054 0.0099
H 0.4324 -2.1206 -0.2893 -0.0889 1.4642 0.8296
H 0.1392 2.1568 0.9204 0.2483 -2.0772 0.0251
H 0.6854 1.6844 -1.6077 -0.7194 -2.0482 0.9332
H -4.4529 0.8251 -1.1649 -0.7121 -0.6806 0.9091

***

4.
18
Properties=species:S:1:pos:R:3:forces:R:3 method="wB97M-V/def2-TZVPD" relative_energy_kj_mol=194.6 gap_ev=8.28 total_energy_ha=-1030.90386 e_lumo_ha=-0.0150
S 1.6390 -1.6631 2.3438 0.3886 -0.3905 -0.5209
S 0.9118 0.9131 -4.1129 0.0307 0.5819 0.8085
C -0.1987 1.1527 -0.1975 -1.6736 -2.0809 -0.6606
C 0.0494 -0.1161 0.6276 -0.1915 1.6545 0.6170
C -0.4156 0.8159 -1.6828 2.4810 1.7287 1.1467
C -1.1147 -0.9701 0.8595 -2.4729 -2.1671 -1.2831
C 0.8206 0.6960 -2.5016 -0.0268 -2.3569 -1.1890
C 1.1777 -0.3186 1.2469 3.4011 -0.1675 0.9885
H -0.9375 -2.1066 0.9168 0.1750 1.7753 -0.1284
H -1.1199 1.6194 0.1476 -0.1052 -0.0104 0.2011
H -0.9661 -0.0151 -1.8521 -1.5655 -3.1428 -0.2786
H 1.5493 -0.0341 -2.1097 0.2184 0.8436 0.3356
H 2.0454 0.3595 1.2312 -0.7337 0.0053 -0.5724
H -1.8257 -0.7664 1.6954 0.9918 0.3822 -0.2381
H 2.9168 -1.9435 1.8392 -1.3078 0.5375 0.3407
H -0.9926 1.5454 -2.1040 -1.5511 2.2769 -1.1748
H 0.5046 1.9126 -0.2796 1.8465 1.1142 0.9862
H -1.7543 -0.7940 -0.0425 0.0949 -0.5842 0.6216

***

5.
18
Properties=species:S:1:pos:R:3:forces:R:3 method="wB97M-V/def2-TZVPD" relative_energy_kj_mol=135.3 gap_ev=9.49 total_energy_ha=-1030.92647 e_lumo_ha=0.0307 smiles="C=CCSSCC=C"
S -0.4858 -1.6982 0.4680 0.1293 -1.2235 1.0953
S 1.2828 -1.9009 -0.4851 0.0003 -0.7793 -0.3044
C -3.7044 0.1769 -0.0653 -1.2351 -0.5945 -0.1715
C 1.9465 0.5823 0.3363 0.7347 -0.9528 0.5967
C -1.3131 -0.5434 -0.5326 -2.3156 1.0648 -2.1986
C 2.2822 -0.8635 0.5683 0.3167 0.5894 0.5142
C -2.4151 0.2140 0.2236 0.2522 0.3833 -0.1486
C 2.7331 1.4234 -0.3019 0.0527 2.1139 0.1761
H 3.7443 1.1853 -0.6496 -0.5170 -0.0999 -0.0460
H -4.6087 0.6931 0.3848 1.7623 -0.3705 -0.2990
H 2.1714 -1.2097 1.6258 0.0763 0.4538 -0.8464
H -3.9584 -0.5424 -0.8285 -0.4133 -0.0856 -0.3002
H 2.4240 2.5126 -0.3512 0.4665 -1.4419 -0.1919
H -2.1023 0.9209 0.9694 0.4861 0.0796 0.4318
H -1.7333 -1.0188 -1.4904 0.2924 0.4266 1.4864
H 1.0427 0.8811 0.8026 -0.8827 0.5421 0.0858
H 3.3067 -0.9922 0.2529 0.4332 -0.4093 -0.0346
H -0.6128 0.1794 -0.9272 0.3609 0.3038 0.1548

***

6.
24
Properties=species:S:1:pos:R:3:forces:R:3 method="wB97M-V/def2-TZVPD" relative_energy_kj_mol=39.7 gap_ev="7.58 / 7.58" total_energy_ha=-3136.86079 total_charge=+2 e_lumo_ha="-0.3404 / -0.3404" smiles="BrC=[N+]=N[C@@H]1CCC=[N+]=NCNN1"
Br 3.5747 -2.3673 0.3635 0.9881 0.8391 -0.5286
N -2.5723 -0.0944 0.1217 0.1986 -0.5359 1.2784
N -0.4821 0.0026 1.5614 -1.4498 -1.9115 -1.9804
N 3.1128 0.1053 -0.3033 -1.4213 1.5800 -0.2469
N 2.1221 0.5104 -0.7634 2.0751 -0.3216 -0.6774
N 0.2719 -0.6819 0.5641 -2.1579 4.0295 0.6988
N -2.6256 -0.8437 1.0630 -1.5359 0.6256 -2.3296
C -1.4708 0.7360 -1.8635 0.6892 0.7724 0.3771
C -2.4676 0.8183 -0.7607 1.3804 -4.1089 0.5874
C 0.6330 -0.1328 -0.5864 0.0270 1.3043 -3.2232
C 4.1132 -0.4848 0.0930 0.9648 -2.1715 1.7410
C -0.0876 1.1109 -1.2046 -0.9531 -0.3463 2.5737
C -1.5796 -0.7968 2.0509 2.9392 -1.8576 -0.1180
H -3.0459 1.6004 -0.4877 -1.7650 3.0145 0.3149
H -1.6255 1.5797 -2.5202 -0.5603 -0.0124 -0.3829
H 0.5715 -1.5336 0.8029 1.6915 -3.9898 1.1407
H 0.9551 -0.8439 -1.4372 -0.8097 0.3608 1.5183
H 0.4977 1.5366 -2.0272 0.1994 -0.0581 0.7339
H -0.0458 0.6262 2.1535 1.5384 1.0947 1.4794
H -1.4677 -0.1923 -2.4735 -0.0090 0.4582 0.6706
H -1.2571 -1.9427 2.1979 -0.9067 2.2503 -0.3903
H -1.9160 -0.4908 3.0287 -0.5033 0.3403 0.1478
H -0.1689 1.8208 -0.2126 -0.1048 -1.1263 -3.0183
H 4.9607 -0.0421 0.6396 -0.5148 -0.2297 -0.3663